A cluster of 14 separate species, C76H177N9O14 in total at a distorted geometry. Source: the Open Molecules 2025 dataset; level of theory: the ωB97M-V functional and the def2-TZVPD basis.

## Properties
relative energy (zero: lowest compared OMol25 entry of this formula, charge and spin) = 0.0 kcal/mol
DFT total energy = -123745.6802 eV
F_max = 0.07392 hartree/bohr
Kohn-Sham gap = 8.28 eV

Last column: Mulliken charge in e.
Element x y z (Å)
C (0.64766, 4.69201, -3.46776)  -1.254
C (-0.19242, 5.79930, -4.15181)  1.059
C (-1.64935, 5.79484, -3.68470)  -0.863
O (-2.29807, 6.50947, -4.74007)  -0.390
C (-3.60578, 6.77874, -4.43458)  -0.792
N (0.50528, 7.04574, -3.91625)  -0.880
H (0.31542, 4.58640, -2.43502)  0.366
H (1.72264, 4.87208, -3.45900)  0.581
H (0.46157, 3.75952, -4.00062)  -0.079
H (-0.15129, 5.57483, -5.21765)  0.082
H (-1.81310, 6.32738, -2.74785)  0.416
H (-2.02563, 4.79897, -3.45069)  0.388
H (-4.26012, 7.12952, -5.23264)  0.282
H (-3.55104, 7.65853, -3.79344)  0.322
H (-4.06223, 6.00460, -3.81777)  0.298
H (0.26312, 7.75061, -4.59787)  0.255
H (1.50572, 6.93281, -3.99660)  0.245
C (5.74540, 0.29207, 0.82248)  -1.733
C (4.95864, 0.70880, -0.39549)  1.448
C (5.91259, 1.20187, -1.57401)  -0.202
O (6.71938, 2.38147, -1.20286)  -0.307
C (7.57606, 2.70201, -2.26655)  -0.718
N (4.29469, -0.50986, -0.76606)  -0.627
H (6.52920, -0.39548, 0.50461)  0.311
H (5.15183, -0.03431, 1.67643)  0.409
H (6.21112, 1.20417, 1.19567)  0.371
H (4.12167, 1.37936, -0.20075)  0.023
H (5.38723, 1.48404, -2.48642)  -0.252
H (6.50440, 0.34104, -1.88522)  0.403
H (8.23414, 3.52663, -1.99265)  0.261
H (6.98410, 3.00088, -3.13163)  0.227
H (8.23004, 1.89072, -2.58630)  0.320
H (3.60959, -0.34920, -1.49056)  -0.036
H (3.63639, -0.79240, -0.05408)  0.076
C (2.36148, -4.24761, -2.83297)  -1.132
C (1.53493, -5.04129, -3.88980)  0.842
C (2.39290, -5.83437, -4.93363)  -1.067
O (1.53644, -6.36556, -5.95139)  -0.286
C (2.29969, -6.98159, -6.97191)  -0.798
N (0.61179, -5.90600, -3.20021)  -0.476
H (3.11993, -4.81991, -2.29880)  0.526
H (1.65017, -3.79177, -2.14425)  -0.245
H (2.81187, -3.37101, -3.29861)  0.414
H (0.94263, -4.26863, -4.37999)  -0.192
H (2.93331, -6.63581, -4.42990)  0.417
H (3.17086, -5.20563, -5.36671)  0.557
H (2.96933, -7.75689, -6.59963)  0.327
H (2.84852, -6.28243, -7.60284)  0.293
H (1.53589, -7.49338, -7.55738)  0.241
H (0.16705, -6.44796, -3.92725)  0.141
H (1.23115, -6.51306, -2.68256)  0.359
C (-4.26822, -5.05428, 2.98609)  -1.128
C (-4.30480, -4.22081, 1.66121)  0.209
O (-3.62821, -2.99510, 1.81977)  -0.104
H (-5.04757, -5.81340, 3.05275)  0.421
H (-4.34602, -4.38819, 3.84538)  0.222
H (-3.30105, -5.53127, 3.14471)  0.193
H (-5.33555, -4.03144, 1.36157)  0.483
H (-3.90604, -4.81552, 0.83936)  -0.159
H (-2.71275, -3.09299, 1.54784)  -0.275
C (-3.71821, -0.21381, 4.11826)  0.707
C (-5.05153, -0.18488, 3.28134)  -0.292
O (-5.56069, -1.44655, 3.17160)  -0.684
H (-2.95061, 0.39477, 3.64021)  -0.493
H (-3.24781, -1.18454, 4.27481)  -0.576
H (-3.72098, 0.15764, 5.14301)  0.491
H (-4.94000, 0.34680, 2.33636)  0.189
H (-5.79598, 0.36509, 3.85701)  0.339
H (-4.92885, -1.95887, 2.66181)  0.247
C (3.38632, -4.61711, 0.66071)  -0.404
C (4.79711, -5.12621, 0.95059)  -0.692
O (4.83956, -6.24257, 1.77950)  -0.526
H (3.45296, -3.74813, 0.00608)  0.085
H (2.88772, -4.29030, 1.57322)  0.309
H (2.67185, -5.28333, 0.17721)  0.254
H (5.34106, -4.26201, 1.33188)  0.315
H (5.20165, -5.39057, -0.02643)  0.322
H (5.76441, -6.49355, 1.83658)  0.313
C (-1.38570, -6.33403, 0.28664)  -1.358
C (-0.54388, -5.02651, 0.31827)  1.026
O (-1.40398, -3.92541, 0.20288)  1.841
H (-1.99778, -6.46372, 1.17918)  0.201
H (-0.73490, -7.20340, 0.19312)  0.477
H (-2.13514, -6.34074, -0.50483)  0.003
H (0.19209, -5.02557, -0.48575)  -0.819
H (-0.08733, -4.87976, 1.29712)  0.229
H (-1.65104, -3.97460, -0.72348)  -0.950
C (0.81819, 0.98428, 6.56365)  -1.220
C (-0.55304, 0.98308, 5.94132)  2.395
O (-1.47312, 1.26208, 6.94931)  -0.625
H (1.22454, 1.98620, 6.70198)  0.289
H (1.54124, 0.43554, 5.96020)  0.192
H (0.86662, 0.50576, 7.54180)  0.428
H (-0.78453, 0.00500, 5.51955)  -1.257
H (-0.60970, 1.67371, 5.09995)  -0.570
H (-1.26636, 2.17027, 7.18176)  0.395
C (-2.84614, -2.84649, 6.65591)  -1.788
C (-1.83091, -3.95595, 6.34315)  1.340
C (-1.30771, -3.63361, 4.87931)  1.459
C (-0.14926, -4.52827, 4.52208)  0.021
C (1.02335, -4.40271, 5.45204)  -1.600
C (0.60033, -4.63537, 6.94888)  1.707
N (-0.65580, -3.88651, 7.23007)  0.759
O (-0.99585, -3.86984, 8.58493)  -0.545
C (0.63364, -6.11154, 7.36657)  -1.949
C (1.65509, -3.86233, 7.79569)  -1.982
C (-2.52287, -5.34663, 6.39172)  -1.427
H (-3.61839, -2.70995, 5.89888)  0.229
H (-2.31706, -1.91300, 6.84763)  0.344
H (-3.44399, -3.03507, 7.54761)  0.488
H (-2.06329, -3.82037, 4.11620)  -1.057
H (-1.05588, -2.57310, 4.87710)  -0.620
H (0.17066, -4.13173, 3.55849)  -0.327
H (-0.37917, -5.58770, 4.40879)  0.490
H (1.58452, -3.47194, 5.36925)  0.297
H (1.73295, -5.20320, 5.24279)  0.548
H (0.18173, -6.83151, 6.68429)  0.408
H (1.65003, -6.50011, 7.43020)  0.485
H (0.21959, -6.25272, 8.36494)  0.367
H (1.68662, -4.01069, 8.87508)  0.370
H (2.67795, -4.04839, 7.46823)  0.449
H (1.53288, -2.77952, 7.76963)  0.380
H (-1.77998, -6.13675, 6.50096)  0.222
H (-3.13827, -5.51357, 5.50770)  0.145
H (-3.19562, -5.34141, 7.24932)  0.414
H (-0.97324, -2.91867, 8.71276)  0.342
C (0.67794, 2.87566, -7.35885)  -1.883
C (2.18166, 2.68065, -7.64021)  1.870
C (2.98055, 3.31809, -6.46151)  -1.490
C (3.03566, 2.45758, -5.23497)  0.254
C (3.72466, 1.09987, -5.67675)  -1.747
C (2.90712, 0.31275, -6.73007)  2.576
N (2.59104, 1.26642, -7.81608)  0.162
O (1.90853, 0.65956, -8.81567)  -0.485
C (3.86025, -0.74878, -7.22069)  -2.210
C (1.60537, -0.27169, -6.11083)  -1.808
C (2.62067, 3.50762, -8.84996)  -2.117
H (0.38725, 3.92544, -7.39835)  0.447
H (0.25025, 2.45763, -6.44758)  0.218
H (0.05822, 2.49927, -8.17271)  0.566
H (4.00587, 3.53391, -6.76189)  0.373
H (2.45720, 4.26347, -6.31837)  0.530
H (2.01635, 2.26524, -4.90008)  -0.484
H (3.61757, 2.95446, -4.45870)  0.466
H (3.61372, 0.53941, -4.74848)  0.325
H (4.76538, 1.17033, -5.99300)  0.496
H (4.14387, -1.44700, -6.43320)  0.292
H (3.45549, -1.31048, -8.06256)  0.444
H (4.70222, -0.31303, -7.75857)  0.522
H (1.87467, -1.01467, -5.36013)  0.219
H (0.84294, 0.42523, -5.76280)  0.190
H (1.10931, -0.86630, -6.87795)  0.658
H (2.01287, 3.28107, -9.72595)  0.411
H (3.59293, 3.22945, -9.25671)  0.468
H (2.65304, 4.59213, -8.74568)  0.351
H (1.00178, 0.69175, -8.50208)  0.372
C (-3.81483, 7.04831, 0.56995)  -1.313
C (-4.96295, 6.08162, 0.96279)  1.517
C (-5.14479, 4.89577, -0.05889)  -1.664
C (-4.13638, 3.75080, 0.03121)  -0.634
C (-4.13132, 3.25923, 1.45673)  -0.894
C (-3.89363, 4.29912, 2.55213)  2.212
N (-4.80104, 5.43009, 2.29376)  0.299
O (-4.70309, 6.42332, 3.31423)  -0.498
C (-4.29457, 3.58409, 3.85419)  -1.654
C (-2.35642, 4.61200, 2.56658)  -1.270
C (-6.29323, 6.87802, 0.88647)  -1.921
H (-3.89478, 8.00483, 1.08646)  0.343
H (-3.98822, 7.23044, -0.49064)  0.399
H (-2.82532, 6.59448, 0.62498)  0.164
H (-6.15884, 4.51516, 0.06337)  0.387
H (-5.07194, 5.30865, -1.06503)  0.349
H (-3.15907, 4.15441, -0.23351)  0.082
H (-4.30684, 3.00578, -0.74596)  0.549
H (-3.46059, 2.40147, 1.50634)  -0.172
H (-5.16154, 2.97987, 1.67747)  0.614
H (-5.36524, 3.40129, 3.94565)  0.523
H (-3.74787, 2.64464, 3.93561)  -0.084
H (-4.03908, 4.23085, 4.69356)  0.502
H (-1.99187, 5.32799, 3.30317)  0.644
H (-1.86940, 3.66099, 2.78219)  -0.147
H (-1.99282, 4.95057, 1.59638)  0.083
H (-6.44001, 7.46753, -0.01852)  0.383
H (-6.25593, 7.65499, 1.65004)  0.438
H (-7.15436, 6.21056, 0.91926)  0.414
H (-5.42680, 6.17291, 3.89315)  0.362
C (-1.42148, -2.13339, -4.28391)  -2.737
C (-2.73406, -2.91573, -4.22754)  2.402
C (-3.44453, -2.96102, -5.60475)  -1.287
C (-4.72682, -3.90032, -5.70403)  -0.674
C (-4.27842, -5.28551, -5.28782)  -1.420
C (-3.48501, -5.37645, -3.91863)  1.940
N (-2.50987, -4.29443, -3.81997)  -0.238
O (-1.77954, -4.50917, -2.69071)  1.500
C (-4.54278, -5.35700, -2.84743)  -1.844
C (-2.70877, -6.69455, -3.94793)  -2.058
C (-3.66347, -2.18338, -3.20672)  -1.527
H (-0.74661, -2.50372, -5.05560)  0.544
H (-0.73638, -2.18877, -3.43793)  0.059
H (-1.48637, -1.09098, -4.59579)  0.539
H (-3.75648, -1.96926, -5.93219)  0.411
H (-2.69189, -3.34746, -6.29198)  0.439
H (-5.11845, -3.85181, -6.72009)  0.453
H (-5.42669, -3.51679, -4.96162)  0.287
H (-3.76246, -5.75139, -6.12737)  0.444
H (-5.22082, -5.83281, -5.26702)  0.368
H (-5.49562, -4.91292, -3.13549)  0.345
H (-4.72221, -6.38044, -2.51806)  0.549
H (-4.31456, -4.96554, -1.85609)  0.036
H (-1.99559, -6.64518, -4.77075)  0.338
H (-2.27701, -6.86353, -2.96146)  0.215
H (-3.35299, -7.56578, -4.06633)  0.572
H (-4.66059, -2.60920, -3.09490)  0.372
H (-3.88271, -1.13716, -3.41993)  0.516
H (-3.28520, -2.06706, -2.19110)  -0.066
H (-0.98713, -4.87621, -3.08942)  -0.618
C (1.99143, -0.75833, 2.60998)  -1.196
C (0.80161, -0.13612, 1.76268)  2.012
C (0.94735, 1.40785, 1.83211)  0.427
C (-0.03481, 2.04802, 0.85267)  0.738
C (0.27172, 1.58481, -0.61304)  -2.383
C (0.23041, 0.05742, -0.82088)  2.908
N (0.94739, -0.55735, 0.33254)  0.305
O (1.15723, -1.93994, 0.18400)  1.666
C (-1.31644, -0.34258, -0.97306)  -0.364
C (0.97456, -0.25767, -2.11710)  -1.399
C (-0.54404, -0.61158, 2.30986)  0.256
H (2.27588, -1.81019, 2.58192)  -0.017
H (1.85325, -0.50621, 3.66137)  -0.037
H (2.92638, -0.29400, 2.29636)  -0.205
H (0.66032, 1.77176, 2.81866)  -0.666
H (1.91025, 1.86179, 1.59786)  -0.179
H (-0.11374, 3.12559, 0.99656)  0.468
H (-1.05764, 1.75462, 1.08899)  -1.267
H (1.25153, 1.90048, -0.97139)  0.233
H (-0.47863, 2.06923, -1.23786)  0.664
H (-1.95917, 0.39983, -0.49993)  -0.321
H (-1.70787, -0.55421, -1.96810)  0.465
H (-1.45257, -1.28287, -0.43879)  -0.760
H (1.09451, -1.31614, -2.34809)  -0.369
H (0.42015, 0.22282, -2.92324)  0.694
H (1.99709, 0.11205, -2.19330)  -0.396
H (-1.40575, -0.17999, 1.80065)  -0.080
H (-0.60899, -0.39453, 3.37605)  -0.794
H (-0.58747, -1.69276, 2.17850)  -0.243
H (0.29523, -2.31041, 0.38728)  -0.521
C (5.34417, 4.49393, 5.29715)  -2.289
C (4.13397, 4.41366, 4.41418)  2.857
C (3.02791, 4.14872, 5.43686)  -2.046
C (1.56181, 4.41925, 4.91329)  1.071
C (1.44455, 5.87666, 4.44662)  -1.464
C (2.51856, 6.20787, 3.36377)  2.031
N (3.85581, 5.74204, 3.78278)  0.054
O (4.77194, 5.99507, 2.84853)  -0.500
C (2.01390, 5.64915, 2.00830)  -2.254
C (2.72508, 7.75862, 3.30878)  -1.943
C (4.30537, 3.25958, 3.38820)  -1.837
H (5.39553, 3.65390, 5.98985)  0.386
H (5.22513, 5.26567, 6.05763)  0.506
H (6.28585, 4.65720, 4.77305)  0.379
H (3.10342, 3.10296, 5.73483)  0.648
H (3.22007, 4.65338, 6.38369)  0.482
H (0.91992, 4.23518, 5.77481)  0.539
H (1.14741, 3.78366, 4.13073)  -1.070
H (1.60780, 6.40341, 5.38682)  0.491
H (0.43786, 5.97557, 4.04053)  0.282
H (1.64516, 4.62346, 2.01735)  0.231
H (1.23714, 6.24620, 1.53052)  0.484
H (2.80385, 5.80673, 1.27396)  0.584
H (1.75587, 8.22569, 3.13388)  0.418
H (3.10105, 8.24943, 4.20648)  0.418
H (3.32495, 8.16594, 2.49494)  0.343
H (3.54559, 3.32042, 2.60902)  0.129
H (4.03431, 2.32780, 3.88461)  0.408
H (5.28474, 3.06704, 2.95017)  0.467
H (4.47833, 5.43591, 2.12552)  0.355